Molecular formula: C16H33NOPS
Method: DFT, the ωB97M-V functional and the def2-TZVPD basis

Last column: Mulliken charge in e.
Geometry (Å):
1 H 4.84524 -0.85621 0.60584  0.4631
2 H 2.23325 1.52932 0.61306  0.1429
3 C -0.57256 0.97864 -3.59211  -0.9472
4 P 2.57042 -1.67676 0.79696  0.1471
5 C -1.28390 3.17495 1.07022  -0.7163
6 H 1.40412 3.25474 -1.15868  0.3644
7 C -1.43767 -1.86960 -0.89998  -0.0269
8 H 3.85292 -0.09755 -0.71567  0.2837
9 H -3.44619 -1.24958 -0.36831  0.4280
10 H -1.58363 -2.88208 2.26237  0.2914
11 H 2.60759 -1.33121 3.20131  0.4094
12 H 2.99790 0.24793 2.39609  0.3955
13 C 0.99198 -1.40283 -0.19114  0.2722
14 N 0.51972 -0.37705 -0.85438  0.6225
15 O 1.16187 0.80037 -1.00308  -0.3736
16 H -1.41489 2.07909 1.19915  -0.0937
17 H -0.54583 3.51483 1.82603  0.2814
18 H 1.27984 -0.35929 2.51007  0.1180
19 C 2.34371 -0.64174 2.37461  -0.9493
20 H -1.50494 0.24227 -1.14538  0.0168
21 C -0.81467 -0.56550 -1.48092  -0.1732
22 H -2.17550 -1.69068 3.51135  0.4610
23 H -4.28413 -0.02661 1.22126  0.4077
24 C -2.25349 -0.93283 1.42639  2.6127
25 H -2.24899 3.69451 1.17584  0.3845
26 H 0.52244 1.18728 0.99253  -0.0142
27 H -0.77555 4.44312 -0.64064  0.4397
28 H -1.94519 -2.31322 -1.78542  0.5381
29 H -0.19380 -1.16185 -3.54148  0.3992
30 C 0.92703 3.06848 -0.17123  -1.2136
31 S -0.04900 -2.87073 -0.20957  -0.1113
32 H -1.91291 -0.71486 -3.36273  0.3743
33 C -1.60631 -1.81868 2.56899  -1.1708
34 H -2.90763 -2.76631 0.46497  0.4467
35 C -0.60717 3.39587 -0.34040  -0.2850
36 H -0.99223 2.69804 -1.10851  0.0770
37 H 4.11252 -1.96200 -2.16214  0.2940
38 H 1.39858 3.77999 0.53403  0.4989
39 C -3.63487 -0.44434 2.01813  -1.5711
40 H -1.59093 -0.07364 1.19083  -1.5269
41 C 1.19603 1.59395 0.21947  0.4452
42 H -0.56526 -1.51915 2.80040  0.1270
43 C 4.06409 -1.03077 -0.16378  -0.4855
44 H -4.14883 -1.37238 2.35124  0.4484
45 C -2.59752 -1.75235 0.13856  -1.4287
46 H -0.19860 1.69162 -2.83765  0.1147
47 H 0.13610 0.91423 -4.44144  0.3040
48 H 3.94595 -3.12630 -0.84041  0.3051
49 H 5.55468 -2.42697 -1.09957  0.3415
50 H -1.49562 1.42206 -4.02324  0.3150
51 C -0.88557 -0.45572 -3.03479  -0.8416
52 C 4.47905 -2.19960 -1.14914  -1.0465
53 H -3.47164 0.25710 2.85203  0.4044

Atoms 1-6, force components in eV/Å:
H -0.54 -0.02 -0.39
H -0.60 -0.12 -0.23
C -0.50 0.03 -0.42
P 0.56 -0.29 0.61
C 0.64 -0.44 -0.97
H 0.02 -0.24 0.61

Its LUMO energy is -3.90 eV. The value obtained for the orbital gap is 8.3299 eV. Its net charge is +1. The spin multiplicity is 1. The calculation puts the strongest force on any atom at 0.04864 Eh/bohr.